No. 1
Density functional theory data (ωB97M-V with the def2-TZVPD basis set) for 8 unconnected molecules or ions with the total composition C35H71BrFN10O10 in a non-equilibrium geometry.

Calculated values
* E_LUMO: -0.115 hartree
* E_tot: -145573.416 eV
* largest force on an atom: 5.423 eV/A
* frontier orbital gap: 7.44 eV

The geometry in ORCA input format:
```
! wB97M-V def2-TZVPD RIJCOSX def2/J DEFGRID3
* xyz 1 1
C -2.6183 2.1826 3.8323
C -1.5319 0.9734 3.6873
C -2.3013 -0.2126 2.9088
N -1.3611 -1.1575 2.1728
N -1.6988 -0.9970 0.8135
C -2.8004 -1.5524 0.0533
C -2.6104 -0.9413 -1.3540
Br -3.8070 -1.2446 -2.8865
N -1.4183 -0.1158 -1.2320
C -0.8701 0.7134 -2.3822
C -1.0751 2.2539 -1.9613
C -2.2711 2.9894 -2.7973
C -2.5950 4.3359 -1.9445
O -3.7809 4.7601 -1.8630
O -1.4647 4.9691 -1.3637
C -1.7947 5.6528 -0.1238
C -2.5216 4.7418 0.9843
C -0.8061 -0.1259 0.0988
C 0.5068 0.6476 0.5933
C 1.7667 0.3801 -0.3761
O 2.3770 -0.6964 -0.3630
F 2.2104 1.3647 -1.3278
H -3.0543 2.4209 2.7810
H -3.5207 1.7905 4.4445
H -2.1659 3.1295 4.2802
H -1.1613 0.6153 4.7247
H -0.6177 1.3764 3.1293
H -2.9919 -0.8295 3.6017
H -2.9849 0.3098 2.1342
H -1.5567 -2.1360 2.4494
H -3.6205 -2.2385 0.4347
H -1.4897 0.4199 -3.3076
H 0.2244 0.4402 -2.5622
H -1.3845 2.3788 -0.8513
H -0.0787 2.8379 -2.0468
H -1.9349 3.2303 -3.8713
H -3.2226 2.3598 -2.7630
H -0.7831 5.9785 0.3364
H -2.3764 6.6381 -0.2798
H -2.5424 3.6257 0.7483
H -1.9806 4.8603 1.9963
H -3.5741 5.1906 1.1396
H 0.2931 1.7610 0.7653
H 0.8139 0.2067 1.6181
C 0.9911 -0.5420 8.4898
C 0.7721 -0.2659 7.0289
O -0.3423 -0.3037 6.5144
N 1.8606 0.0340 6.2684
C 3.2441 0.1273 6.6828
H 0.0345 -0.7650 8.9636
H 1.6501 -1.4075 8.6151
H 1.4216 0.3366 8.9765
H 1.6379 0.2073 5.2986
H 3.6009 1.1359 6.4624
H 3.8254 -0.5924 6.1022
H 3.3708 -0.0776 7.7438
C 0.7221 -4.4812 10.6058
C 2.0708 -3.9388 10.2170
O 2.1981 -3.0141 9.4213
N 3.1710 -4.5069 10.7780
C 3.2311 -5.5967 11.7288
H -0.0560 -3.9288 10.0781
H 0.6470 -5.5347 10.3280
H 0.5643 -4.3600 11.6797
H 4.0390 -4.0912 10.4700
H 3.7358 -5.2390 12.6286
H 3.8179 -6.4048 11.2871
H 2.2432 -5.9692 11.9920
C 2.8366 0.3894 -4.2298
C 2.6125 0.6332 -5.6970
O 1.4991 0.5728 -6.2059
N 3.6958 0.9287 -6.4664
C 5.0801 1.0454 -6.0585
H 1.8839 0.1660 -3.7502
H 3.5027 -0.4649 -4.0892
H 3.2587 1.2815 -3.7618
H 3.4683 1.0797 -7.4395
H 5.4251 2.0528 -6.3010
H 5.6672 0.3203 -6.6261
H 5.2129 0.8641 -4.9938
C -4.2417 3.9777 -6.1002
C -4.4466 4.2084 -7.5738
O -5.5507 4.1459 -8.0946
N -3.3522 4.4948 -8.3325
C -1.9737 4.6128 -7.9089
H -5.2016 3.7611 -5.6305
H -3.5790 3.1232 -5.9428
H -3.8237 4.8734 -5.6349
H -3.5672 4.6367 -9.3095
H -1.6235 5.6173 -8.1567
H -1.3808 3.8811 -8.4621
H -1.8545 4.4416 -6.8408
C 5.1171 -4.7306 -3.0245
C 5.4314 -4.9785 -1.5741
O 5.8329 -6.0592 -1.1645
N 5.2522 -3.9435 -0.7085
C 4.7887 -2.6074 -1.0098
H 5.3043 -5.6391 -3.5981
H 4.0650 -4.4604 -3.1380
H 5.7568 -3.9367 -3.4162
H 5.4796 -4.1718 0.2490
H 5.5635 -1.8999 -0.7042
H 3.8847 -2.4196 -0.4300
H 4.5742 -2.4748 -2.0688
C -7.0825 2.3362 1.6731
C -5.8284 1.6877 2.1925
O -4.7115 2.1285 1.9378
N -5.9598 0.5776 2.9685
C -7.1773 -0.0904 3.3787
H -6.8176 3.2071 1.0727
H -7.6335 1.6357 1.0419
H -7.7064 2.6675 2.5061
H -5.0769 0.1983 3.2803
H -7.2142 -0.0958 4.4700
H -7.1419 -1.1204 3.0173
H -8.0674 0.3991 2.9891
C 3.2662 -4.7660 -6.6777
C 3.1052 -3.3163 -6.3068
O 3.0509 -2.9430 -5.1404
N 3.0188 -2.4067 -7.3148
C 3.0615 -2.6437 -8.7418
H 3.3204 -5.3680 -5.7701
H 2.4078 -5.1010 -7.2639
H 4.1900 -4.9084 -7.2426
H 2.9117 -1.4551 -6.9898
H 3.9006 -2.0817 -9.1578
H 2.1316 -2.2733 -9.1786
H 3.1787 -3.6986 -8.9813
*
```

---

No. 2
Density functional theory data (ωB97M-V with the def2-TZVPD basis set) for 7 unconnected molecules or ions with the total composition C35H72B2FN2O16P in a non-equilibrium geometry.

Calculated values
* SMILES string: CCCC[C@@]1(F)C(=O)N[C@](B(O)CC)(B(O)OC)[C@H]1[PH2]=N.CCOC(C)=O.CCOC(C)=O.CCOC(C)=O.CCOC(C)=O.CCOC(C)=O.CCOC(C)=O
* E_LUMO: 0.005 hartree
* E_tot: -86565.746 eV
* largest force on an atom: 1.225 eV/A
* frontier orbital gap: 8.58 eV

The geometry in ORCA input format:
```
! wB97M-V def2-TZVPD RIJCOSX def2/J DEFGRID3
* xyz 0 1
C 9.2070 1.4819 -0.9514
C 8.0625 1.7466 -1.9252
C 7.6561 0.5284 -2.7632
C 7.4460 -0.7929 -2.0113
C 6.0903 -1.0215 -1.3552
F 6.2711 -2.0940 -0.4677
C 5.6422 0.1711 -0.5154
O 6.2600 0.5997 0.4259
N 4.4417 0.6984 -0.9831
C 3.9836 -0.0130 -2.2192
B 3.9820 0.9713 -3.4845
O 4.8275 0.7479 -4.5285
C 2.9631 2.1805 -3.5197
C 3.1033 3.2140 -2.3870
B 2.4683 -0.4813 -2.1315
O 1.9349 -0.9680 -3.3314
O 1.7721 -0.4158 -0.9880
C 0.4989 -1.0379 -0.8062
C 4.8474 -1.3359 -2.1905
P 5.0188 -2.4114 -3.6494
N 6.0710 -3.5633 -3.6396
H 9.6799 2.4144 -0.6423
H 8.8523 0.9842 -0.0488
H 9.9789 0.8614 -1.4157
H 7.2071 2.1430 -1.3718
H 8.3598 2.5357 -2.6211
H 8.4363 0.3555 -3.5086
H 6.7562 0.7641 -3.3339
H 8.1747 -0.8848 -1.2052
H 7.6164 -1.6289 -2.6916
H 4.5852 1.6945 -1.0979
H 4.8060 1.4496 -5.1902
H 1.9408 1.7825 -3.4784
H 3.0358 2.7072 -4.4785
H 2.8421 2.7754 -1.4221
H 2.4281 4.0487 -2.5651
H 4.1178 3.6165 -2.3096
H 1.0564 -0.6325 -3.5286
H 0.6255 -2.1185 -0.7552
H -0.1826 -0.7911 -1.6253
H 0.0593 -0.6878 0.1199
H 4.3094 -2.0204 -1.5152
H 5.1282 -1.5715 -4.7612
H 3.6871 -2.8484 -3.7873
H 6.5745 -3.7017 -2.7733
C -5.3112 1.1441 1.7464
C -4.5578 0.9307 0.4540
O -3.2560 0.3599 0.6627
C -3.0621 -0.9741 0.7858
C -4.2445 -1.8974 0.8733
O -1.9262 -1.3628 0.8813
H -5.5167 0.2004 2.2520
H -6.2570 1.6492 1.5552
H -4.7307 1.7690 2.4244
H -5.1262 0.3269 -0.2544
H -4.3509 1.8851 -0.0312
H -4.5155 -1.9745 1.9278
H -3.9318 -2.8783 0.5264
H -5.1139 -1.5737 0.3085
C -1.0032 1.7365 -1.9322
C -1.3926 3.1860 -2.1387
O -0.3189 3.9559 -2.6954
C -0.0766 4.0357 -4.0230
C -0.8495 3.1620 -4.9816
O 0.8210 4.7447 -4.3878
H -0.7965 1.2400 -2.8819
H -1.8099 1.1957 -1.4359
H -0.1127 1.6702 -1.3062
H -2.2925 3.2857 -2.7466
H -1.5931 3.6664 -1.1824
H -0.3076 2.2215 -5.0915
H -0.8600 3.6592 -5.9472
H -1.8671 2.9391 -4.6748
C -6.1274 6.5161 1.0092
C -7.0503 5.3515 0.7199
O -6.9095 4.2923 1.6756
C -7.5789 4.2759 2.8540
C -8.3059 5.5157 3.3153
O -7.5227 3.2795 3.5189
H -6.3690 6.9958 1.9572
H -6.2112 7.2632 0.2192
H -5.0939 6.1730 1.0550
H -8.0922 5.6653 0.6477
H -6.7895 4.8856 -0.2294
H -7.6103 6.1141 3.9049
H -9.1176 5.1997 3.9641
H -8.6994 6.1351 2.5150
C -6.1152 -6.0199 5.5569
C -4.8340 -5.7466 4.8002
O -4.8558 -4.4737 4.1350
C -4.5148 -3.3253 4.7536
C -4.3126 -3.3033 6.2464
O -4.4300 -2.3279 4.0855
H -6.2613 -5.3099 6.3706
H -6.0864 -7.0230 5.9833
H -6.9703 -5.9526 4.8846
H -3.9568 -5.8245 5.4423
H -4.7053 -6.4619 3.9899
H -5.2624 -3.0666 6.7257
H -3.5996 -2.5159 6.4718
H -3.9350 -4.2330 6.6617
C 0.0190 -1.0803 8.6334
C -1.4929 -1.1524 8.6435
O -1.9826 -2.3850 9.1881
C -2.1695 -2.5812 10.5132
C -1.6218 -1.5758 11.4973
O -2.7248 -3.5855 10.8635
H 0.4290 -1.0846 9.6433
H 0.3451 -0.1663 8.1363
H 0.4307 -1.9332 8.0945
H -1.9383 -0.2992 9.1563
H -1.8752 -1.1469 7.6237
H -0.6075 -1.8793 11.7595
H -2.2338 -1.6226 12.3934
H -1.5903 -0.5545 11.1297
C 2.3759 -4.4285 -8.0738
C 3.5269 -3.5628 -8.5383
O 3.0869 -2.3020 -9.0661
C 2.8460 -1.2308 -8.2803
C 2.7832 -1.4068 -6.7825
O 2.6345 -0.1716 -8.8059
H 1.8448 -3.9768 -7.2359
H 2.7508 -5.4007 -7.7524
H 1.6672 -4.5795 -8.8880
H 4.2653 -3.4116 -7.7502
H 4.0432 -4.0299 -9.3751
H 1.7506 -1.6198 -6.5040
H 3.0769 -0.4671 -6.3221
H 3.4146 -2.1992 -6.3929
*
```